(1)
Molecular formula: C17H16N6PPmS4
Method: DFT, wB97M-V/def2-TZVPD

HOMO energy (alpha / beta)   -0.3050 / -0.3048 hartree
Charge   0
HOMO-LUMO gap (alpha / beta)   0.2777 / 0.2837 Eh
2S+1   5

CARTESIAN COORDINATES (ANGSTROEM)
Pm: -1.022527 0.213065 -0.223272
S: -1.756772 -1.097212 1.975768
C: -2.050147 -2.667169 1.222386
C: -2.770843 -3.578677 2.076659
N: -3.367355 -4.282739 2.762826
C: -1.703837 -3.102810 -0.013150
S: -0.889229 -2.230179 -1.317865
C: -1.975340 -4.476690 -0.357059
N: -2.151181 -5.573149 -0.655989
S: 0.004593 2.770029 -0.914722
C: -1.665274 3.053249 -0.615112
N: -2.500801 2.071220 -0.319859
C: -3.800476 2.526360 -0.090979
C: -4.890905 1.737712 0.262601
C: -6.113655 2.352273 0.453162
C: -6.257401 3.733235 0.297593
C: -5.176912 4.525489 -0.046715
C: -3.947335 3.905854 -0.237042
S: -2.411487 4.616197 -0.657422
H: -4.767629 0.670771 0.395890
H: -6.972816 1.756291 0.731042
H: -7.225080 4.191560 0.452076
H: -5.284219 5.596248 -0.162178
C: 4.620752 0.232660 -1.068191
N: 3.750464 -0.743798 -1.721446
C: 4.024511 -2.067134 -1.155627
N: 3.892995 -2.124554 0.300441
C: 4.754935 -1.103164 0.891768
N: 4.501488 0.247888 0.390001
C: 3.200045 0.745834 0.820340
P: 1.803944 -0.332867 0.222004
C: 2.343338 -0.388256 -1.575951
C: 2.506342 -1.978447 0.726900
H: 4.398954 1.228156 -1.456251
H: 5.652996 -0.016191 -1.318645
H: 5.049933 -2.336231 -1.413205
H: 3.348861 -2.796267 -1.604749
H: 5.790493 -1.358085 0.662595
H: 4.627622 -1.112217 1.975345
H: 3.038805 1.753698 0.432482
H: 3.169622 0.804468 1.909258
H: 2.166396 0.591049 -2.026025
H: 1.731222 -1.122980 -2.101188
H: 1.886811 -2.757305 0.280428
H: 2.436114 -2.077176 1.811066

Atomic forces in eV per Å
0.12 -0.12 0.18
0.01 -0.10 -0.11
-0.12 -0.08 0.13
0.04 0.04 -0.07
0.04 0.04 0.02
0.07 -0.20 -0.15
-0.02 -0.04 0.15
-0.05 0.11 0.04
0.00 0.04 -0.01
0.11 -0.06 0.00
-0.14 -0.10 0.01
-0.51 0.37 -0.02
0.11 0.00 -0.02
0.03 0.00 0.00
0.00 -0.02 0.00
0.03 0.03 -0.01
0.01 0.00 0.00
0.04 0.05 -0.02
0.02 0.06 0.00
-0.03 -0.03 0.01
0.02 0.00 0.00
0.01 -0.01 0.00
-0.01 -0.03 0.01
-0.05 -0.01 0.04
0.04 -0.03 0.03
-0.04 0.04 0.03
0.03 0.01 -0.04
-0.06 0.00 0.02
0.03 -0.01 -0.04
-0.16 -0.05 -0.05
0.37 0.03 -0.28
0.10 -0.04 0.23
-0.09 0.14 -0.05
0.00 0.01 0.00
0.02 0.00 0.00
0.02 0.00 0.00
-0.01 0.00 0.00
0.02 -0.01 -0.02
0.01 0.00 0.01
0.04 0.04 0.01
0.00 0.00 0.03
-0.01 0.04 -0.03
-0.03 -0.03 -0.03
0.00 -0.05 0.00
0.00 -0.02 0.03

(2)
Molecular formula: C17H17BrCeIN2O9S
Method: DFT, wB97M-V/def2-TZVPD

HOMO energy (alpha / beta)   -0.0975 / -0.0981 hartree
Charge   -2
HOMO-LUMO gap (alpha / beta)   0.2360 / 0.2366 Eh
2S+1   2
Energy relative to the best compared isomer or geometry (same formula, charge and spin)   0.00 kcal per mole

CARTESIAN COORDINATES (ANGSTROEM)
Ce: -0.024470 0.596572 -0.677588
O: -1.934118 2.727378 -0.589847
C: -3.296690 2.339978 -0.594214
C: -3.525445 1.017705 0.117362
N: -2.672107 -0.055412 -0.385712
C: -3.071213 -0.469756 -1.740857
C: -2.507375 0.403521 -2.874756
O: -3.250498 0.694510 -3.812859
O: -1.274678 0.711467 -2.744030
C: -2.695195 -1.204375 0.520702
C: -1.577521 -2.212409 0.233327
O: -1.703897 -3.356731 0.656819
O: -0.578186 -1.741668 -0.421767
H: -1.594619 2.579979 0.317377
H: -3.613162 2.282641 -1.636237
H: -3.909771 3.105130 -0.100402
H: -4.588690 0.740936 0.016678
H: -3.306699 1.141270 1.180945
H: -4.163904 -0.505257 -1.837001
H: -2.670339 -1.469109 -1.916057
H: -3.658881 -1.730253 0.490083
H: -2.523669 -0.859576 1.543804
O: 1.274150 2.880532 2.581908
S: 0.842952 2.105388 1.451297
O: 1.614453 0.842212 1.207596
O: 0.854052 2.818447 0.129842
O: -0.606330 1.620742 1.555188
I: -1.777746 0.140095 4.711149
C: 0.017237 -0.652002 3.887128
C: 1.213363 -0.337607 4.519587
C: 2.358031 -0.926555 4.014205
C: 2.258429 -1.786619 2.929464
C: 1.012977 -2.001035 2.369120
N: -0.095396 -1.433417 2.851773
H: 1.242142 0.354842 5.347225
H: 3.321714 -0.702434 4.454876
H: 3.131548 -2.254817 2.495646
H: 0.868022 -2.633132 1.499867
Br: 6.328462 -0.624223 -4.252445
C: 4.639711 -0.387071 -3.378214
C: 4.422181 -0.981935 -2.148111
C: 3.187739 -0.789104 -1.530831
C: 2.142584 -0.034046 -2.084877
C: 2.439908 0.535156 -3.331989
C: 3.661725 0.376902 -3.987335
H: 5.201601 -1.575532 -1.684962
H: 3.052662 -1.256850 -0.556889
H: 1.685519 1.128802 -3.845385
H: 3.849439 0.836716 -4.950604

Atomic forces in eV per Å
-0.41 -0.82 -1.67
-0.07 -0.28 0.21
0.05 0.00 -0.12
0.05 -0.04 0.04
-0.05 -0.15 -0.15
-0.09 0.07 0.01
0.18 0.11 -0.06
0.00 -0.05 0.02
-0.08 -0.02 0.07
-0.06 -0.02 0.06
0.16 -0.04 -0.16
-0.01 -0.01 -0.04
0.09 0.08 0.26
0.11 0.34 0.14
0.04 0.01 -0.02
-0.05 -0.01 -0.01
-0.03 0.03 0.05
0.03 0.01 0.00
-0.02 -0.05 0.06
-0.03 -0.02 0.00
-0.02 0.01 0.03
-0.02 0.04 0.00
0.03 0.04 0.10
-0.07 -0.06 -0.13
0.01 0.30 0.51
0.17 0.14 0.50
0.23 0.27 0.32
0.17 -0.06 -0.17
0.07 0.12 0.20
-0.02 0.05 -0.03
0.00 -0.05 -0.07
0.00 0.05 0.02
-0.07 -0.02 -0.05
-0.25 -0.09 0.01
0.00 0.00 0.00
-0.01 0.01 0.00
0.01 0.02 0.02
0.00 0.02 0.00
0.10 -0.02 -0.05
-0.15 0.02 0.07
0.01 0.01 -0.06
0.05 -0.04 0.00
-0.06 0.12 0.13
0.02 -0.06 -0.10
0.02 -0.03 0.01
-0.01 0.00 0.02
0.00 0.02 0.01
-0.01 0.01 0.02
-0.01 0.00 0.00